{"formula": "C7H19N3O", "method": "ωB97M-V/def2-TZVPD", "de_lowest_ev": 0.718, "homo_energy_ev": -16.979, "e_lumo_ha": -0.228, "mol_weight_g_mol": 161.25, "homo_lumo_gap_ha": 0.3962, "total_charge": 2, "symbols": ["C", "C", "C", "C", "C", "C", "C", "N", "N", "N", "O", "H", "H", "H", "H", "H", "H", "H", "H", "H", "H", "H", "H", "H", "H", "H", "H", "H", "H", "H"], "positions_angstrom": [[0.96, -1.73, -1.63], [2.33, -0.04, -0.66], [0.71, -0.81, -2.87], [2.49, 0.64, -2.06], [-2.65, 1.51, 3.70], [-3.06, 0.45, 2.63], [-1.77, 0.13, 1.94], [1.02, -0.81, -0.49], [2.06, -0.25, -3.19], [-1.56, 0.34, 0.63], [-0.74, -0.29, 2.63], [0.19, -2.51, -1.64], [1.79, -2.46, -1.66], [3.18, -0.65, -0.64], [2.31, 0.91, 0.07], [0.22, -1.45, -3.74], [0.03, 0.05, -2.69], [1.83, 1.63, -2.14], [3.45, 0.97, -2.19], [-2.29, 2.42, 3.33], [-3.53, 1.67, 4.23], [-1.87, 1.31, 4.43], [-3.75, 0.67, 1.80], [-3.66, -0.47, 3.15], [2.78, -0.90, -3.21], [2.06, 0.44, -3.92], [0.86, -1.22, 0.41], [-2.16, 0.85, 0.00], [-0.60, 0.08, 0.22], [-0.61, -0.51, 3.54]], "lowdin_charge": [-0.1863, -0.1177, -0.0757, -0.1039, -0.0432, -0.1022, -0.3265, -0.0857, 0.0685, 0.2422, 0.1710, 0.1303, 0.1408, 0.0965, 0.1792, 0.1795, 0.1403, 0.1867, 0.0977, 0.0745, 0.0727, 0.0888, 0.1226, 0.1991, 0.1524, 0.1785, 0.1043, 0.1460, 0.1144, 0.1552]}

---

{"formula": "C7H19NO2", "method": "ωB97M-V/def2-TZVPD", "smiles": "CCCC/C(C)=C/N.O.O", "de_lowest_ev": 2.161, "homo_energy_ev": -7.692, "e_lumo_ha": 0.020, "mol_weight_g_mol": 149.23, "homo_lumo_gap_ha": 0.3028, "total_charge": 0, "symbols": ["C", "C", "C", "C", "C", "C", "C", "N", "H", "H", "H", "H", "H", "H", "H", "H", "H", "H", "H", "H", "H", "H", "H", "O", "H", "H", "O", "H", "H"], "positions_angstrom": [[0.67, -3.00, -0.86], [0.42, -1.81, -1.80], [-0.65, -0.92, -1.30], [-0.44, -0.20, 0.08], [-0.31, 1.29, -0.22], [-1.55, 1.96, -0.57], [0.93, 1.78, -0.48], [1.16, 2.99, -1.23], [0.60, -2.71, 0.18], [1.62, -3.38, -0.95], [0.00, -3.86, -1.14], [1.38, -1.27, -2.00], [0.24, -2.19, -2.82], [-1.73, -1.42, -1.22], [-0.71, -0.08, -2.06], [-1.23, -0.33, 0.83], [0.58, -0.40, 0.59], [-1.44, 2.85, 0.06], [-2.45, 1.57, -0.43], [-1.72, 2.38, -1.60], [1.90, 1.29, -0.28], [2.18, 3.28, -1.19], [0.59, 3.65, -1.05], [0.09, -1.37, 2.72], [-0.69, -1.92, 2.45], [0.25, -1.60, 3.58], [0.18, 1.36, 3.85], [-0.46, 0.65, 3.85], [0.60, 1.39, 3.01]], "lowdin_charge": [-0.1050, -0.2907, -0.2239, -0.1933, -0.3531, -0.0755, -0.1341, 0.0662, 0.0517, 0.0359, 0.0904, 0.1201, 0.1086, 0.1497, 0.1173, 0.0994, 0.1151, 0.0940, 0.0272, 0.1111, 0.1145, 0.1119, -0.0363, -0.0464, 0.0788, 0.0001, -0.0511, 0.0142, 0.0032]}

---

{"formula": "C7H19NO6PSn", "method": "ωB97M-V/def2-TZVPD", "de_lowest_ev": 6.439, "homo_energy_ev": -3.371, "e_lumo_ha": -0.021, "mol_weight_g_mol": 362.91, "homo_lumo_gap_ha": 0.1029, "total_charge": -1, "symbols": ["Sn", "P", "O", "O", "O", "O", "C", "C", "C", "O", "H", "H", "H", "H", "H", "H", "H", "H", "C", "C", "C", "O", "C", "N", "H", "H", "H", "H", "H", "H", "H", "H", "H", "H", "H"], "positions_angstrom": [[2.34, 5.22, 0.74], [-1.45, 5.44, -2.53], [-1.80, 6.15, -1.17], [-2.65, 5.73, -3.52], [-1.16, 4.00, -2.10], [-0.17, 6.13, -2.95], [2.68, -0.38, -4.64], [2.69, -0.53, -3.11], [4.08, -1.01, -2.59], [2.54, 0.67, -2.41], [2.21, -1.25, -5.10], [3.66, -0.27, -5.10], [2.18, 0.52, -4.99], [1.87, -1.17, -2.79], [4.29, -1.98, -3.03], [3.93, -1.18, -1.52], [4.87, -0.27, -2.73], [1.67, 1.07, -2.54], [-2.23, -0.39, 4.30], [-1.42, -0.88, 3.05], [-2.03, -1.85, 1.99], [-2.80, -2.96, 2.52], [-2.11, -3.92, 3.33], [-1.05, 0.39, 2.46], [-1.62, 0.11, 5.05], [-2.61, -1.23, 4.88], [-3.11, 0.21, 4.10], [-0.53, -1.36, 3.44], [-1.29, -2.27, 1.30], [-2.76, -1.34, 1.36], [-2.05, -3.55, 4.35], [-1.06, -4.00, 3.03], [-2.59, -4.89, 3.21], [-0.61, 0.20, 1.57], [-1.90, 0.82, 2.11]], "lowdin_charge": [0.3792, -0.0998, -0.3165, -0.3243, -0.3387, -0.2952, -0.0557, -0.4883, -0.0567, -0.0610, 0.0689, 0.0672, 0.0766, 0.1270, 0.0699, 0.0678, 0.0801, 0.0993, -0.0611, -0.4187, -0.1641, -0.2132, -0.1043, 0.0189, 0.0728, 0.0524, 0.0758, 0.1241, 0.1177, 0.1216, 0.0719, 0.0786, 0.0838, 0.0680, 0.0759]}

---

{"formula": "C7H19O4", "method": "ωB97M-V/def2-TZVPD", "de_lowest_ev": 2.200, "homo_energy_ev": -4.758, "e_lumo_ha": 0.131, "mol_weight_g_mol": 167.23, "homo_lumo_gap_ha": 0.3054, "total_charge": -1, "symbols": ["C", "O", "C", "C", "C", "C", "C", "C", "H", "H", "H", "H", "H", "H", "H", "H", "H", "H", "H", "H", "H", "H", "H", "O", "H", "H", "O", "H", "H", "O"], "positions_angstrom": [[1.74, -0.47, -1.89], [1.75, 0.86, -1.76], [0.22, -1.26, -1.97], [-0.62, -0.72, -0.78], [-0.75, -1.71, 0.44], [0.68, -1.85, 1.13], [0.79, -0.69, 2.15], [0.27, -0.64, 3.33], [2.19, -1.05, -1.00], [2.43, -0.53, -2.71], [-0.31, -0.68, -2.81], [0.40, -2.29, -2.16], [-1.62, -0.41, -1.19], [-0.19, 0.25, -0.48], [-1.43, -1.37, 1.30], [-1.02, -2.69, 0.01], [0.48, -2.83, 1.58], [1.46, -1.92, 0.31], [1.51, 0.13, 1.92], [0.41, 0.15, 3.97], [-0.56, -1.24, 3.56], [1.04, 1.59, -1.12], [0.93, 2.50, 0.43], [0.36, 2.41, -0.31], [-1.01, 3.10, -1.19], [-1.43, 2.06, -2.23], [-1.72, 2.94, -1.91], [-2.38, 2.53, 0.67], [-1.43, 1.65, 1.21], [-2.18, 2.19, 1.52]], "lowdin_charge": [-0.3731, -0.2066, -0.1406, -0.2424, -0.1933, -0.1781, -0.1823, -0.0310, 0.0735, 0.0816, 0.1046, 0.0672, 0.1036, 0.0649, 0.1115, 0.0893, 0.0919, 0.0845, 0.1137, 0.0265, 0.0454, 0.0541, -0.0397, -0.3268, 0.0097, 0.0215, -0.1502, -0.0201, 0.0138, -0.0731]}

---

{"formula": "C7H20ClDyPtSi", "method": "ωB97M-V/def2-TZVPD", "spin_multiplicity": 10, "homo_energy_ev": [-6.529, -7.890], "e_lumo_ha": [0.010, -0.023], "mol_weight_g_mol": 525.35, "homo_lumo_gap_ha": [0.2499, 0.2666], "total_charge": 0, "symbols": ["Dy", "Cl", "C", "H", "H", "H", "Pt", "C", "C", "C", "H", "H", "H", "H", "H", "H", "H", "H", "C", "Si", "C", "C", "H", "H", "H", "H", "H", "H", "H", "H", "H"], "positions_angstrom": [[0.28, 0.15, -0.86], [-0.82, 2.29, -1.35], [-1.41, -0.54, 0.73], [-1.55, -1.49, 1.30], [-1.40, -1.07, -0.29], [-2.36, 0.01, 0.69], [0.41, -1.55, -2.92], [1.85, 0.02, -2.85], [-0.95, -0.70, -4.19], [0.19, -2.54, -1.26], [-1.76, -1.42, -4.43], [-1.44, 0.19, -3.76], [-0.45, -0.35, -5.11], [2.76, -0.42, -2.42], [1.96, 0.16, -3.93], [1.70, 1.06, -2.40], [-0.74, -3.12, -1.09], [1.06, -2.81, -0.63], [1.60, 1.45, 1.70], [-0.19, 0.54, 2.04], [0.28, -0.64, 3.48], [-1.33, 1.87, 2.64], [2.51, 0.80, 1.64], [1.78, 2.07, 2.61], [1.62, 2.22, 0.89], [0.45, -0.02, 4.39], [-0.59, -1.29, 3.69], [1.18, -1.28, 3.32], [-0.93, 2.33, 3.55], [-1.46, 2.67, 1.90], [-2.27, 1.38, 2.92]], "lowdin_spin": [5.8452, 0.0223, 0.0595, 0.0035, 0.0204, 0.0031, 1.1257, 0.2836, 0.3053, 0.8907, 0.0384, 0.0154, 0.0403, 0.0296, 0.0231, 0.0283, 0.0741, 0.0895, 0.0513, 0.0282, 0.0007, 0.0010, 0.0062, 0.0073, 0.0056, 0.0001, 0.0001, 0.0004, 0.0001, 0.0005, 0.0004]}

---

{"formula": "C7H20N2", "method": "ωB97M-V/def2-TZVPD", "de_lowest_ev": 2.968, "homo_energy_ev": -7.992, "e_lumo_ha": 0.025, "mol_weight_g_mol": 132.25, "homo_lumo_gap_ha": 0.3190, "total_charge": 0, "symbols": ["C", "C", "C", "C", "C", "C", "N", "H", "H", "H", "H", "H", "H", "H", "H", "H", "H", "H", "H", "H", "H", "H", "C", "N", "H", "H", "H", "H", "H"], "positions_angstrom": [[-1.24, -0.39, 0.41], [2.15, 0.51, -1.58], [2.34, -1.51, -0.30], [-2.62, 0.21, 0.44], [-0.82, -1.11, 1.67], [-1.14, -1.28, -0.81], [1.66, -0.24, -0.45], [1.83, 0.03, -2.52], [1.74, 1.51, -1.61], [3.24, 0.66, -1.63], [3.44, -1.43, -0.28], [2.01, -2.02, 0.60], [2.10, -2.12, -1.18], [-0.27, -1.93, -0.85], [-2.73, 0.92, -0.38], [-2.80, 0.75, 1.37], [-3.39, -0.56, 0.30], [-1.28, -2.11, 1.70], [0.26, -1.20, 1.71], [-1.13, -0.57, 2.55], [-1.24, -0.72, -1.74], [-1.93, -2.04, -0.76], [-0.14, 2.54, 0.18], [-0.29, 1.42, 1.07], [-0.99, 1.73, 1.75], [1.47, 0.28, 0.43], [-0.84, 2.54, -0.68], [0.91, 2.60, -0.11], [-0.30, 3.50, 0.69]], "lowdin_charge": [-0.3549, -0.1524, -0.1577, -0.1041, -0.0875, -0.0737, -0.1925, 0.0773, 0.0499, 0.0733, 0.0726, 0.0653, 0.0731, 0.0565, 0.0779, 0.0694, 0.0864, 0.0921, 0.0578, 0.0737, 0.0870, 0.0915, -0.2253, -0.0611, 0.0351, 0.0832, 0.0753, 0.0406, 0.0711]}

---

{"formula": "C7H20N2O", "method": "ωB97M-V/def2-TZVPD", "smiles": "CC(C)(N)O.CC(C)CN", "de_lowest_ev": 1.116, "homo_energy_ev": -8.533, "e_lumo_ha": 0.030, "mol_weight_g_mol": 148.25, "homo_lumo_gap_ha": 0.3437, "total_charge": 0, "symbols": ["C", "C", "C", "N", "O", "H", "H", "H", "H", "H", "H", "H", "H", "H", "C", "C", "C", "C", "N", "H", "H", "H", "H", "H", "H", "H", "H", "H", "H", "H"], "positions_angstrom": [[-2.38, 1.28, -0.46], [-2.05, -0.12, 0.07], [-3.23, -0.71, 0.85], [-1.79, -0.98, -1.07], [-0.94, -0.07, 0.95], [-3.23, 1.24, -1.12], [-2.60, 1.95, 0.37], [-1.53, 1.69, -1.01], [-4.10, -0.82, 0.20], [-2.95, -1.68, 1.25], [-3.49, -0.05, 1.68], [-1.55, -1.91, -0.75], [-1.01, -0.63, -1.61], [-0.25, 0.72, 0.74], [2.48, 1.70, -0.09], [1.61, 0.45, -0.25], [2.13, -0.41, -1.41], [1.90, -0.49, 1.20], [1.21, -1.71, 1.31], [2.10, 2.33, 0.71], [3.51, 1.43, 0.14], [2.50, 2.28, -1.01], [0.65, 0.81, -0.62], [1.51, -1.30, -1.55], [2.12, 0.14, -2.35], [3.16, -0.74, -1.23], [1.60, 0.18, 2.00], [2.98, -0.66, 1.21], [0.20, -1.53, 1.30], [1.45, -2.37, 0.59]], "lowdin_charge": [-0.0274, -0.7073, -0.0237, 0.0897, -0.1163, 0.0864, 0.0871, 0.0743, 0.0848, 0.0820, 0.0839, 0.0798, 0.0661, 0.1386, -0.1072, -0.3854, -0.1050, -0.2313, -0.0112, 0.0728, 0.0756, 0.0750, 0.0819, 0.0609, 0.0747, 0.0783, 0.0985, 0.1071, 0.0506, 0.0666]}

---

{"formula": "C7H20N2Si", "method": "ωB97M-V/def2-TZVPD", "spin_multiplicity": 3, "homo_energy_ev": [-4.077, -8.964], "e_lumo_ha": [0.026, -0.071], "mol_weight_g_mol": 160.34, "homo_lumo_gap_ha": [0.1759, 0.2589], "total_charge": 0, "symbols": ["C", "C", "C", "C", "C", "C", "C", "N", "N", "Si", "H", "H", "H", "H", "H", "H", "H", "H", "H", "H", "H", "H", "H", "H", "H", "H", "H", "H", "H", "H"], "positions_angstrom": [[-3.02, 0.62, 2.00], [2.89, -0.75, 0.18], [2.17, 1.33, 1.31], [-1.36, -1.94, -1.38], [0.22, -0.74, -2.67], [-2.03, -0.35, 1.36], [2.01, 0.51, 0.09], [-0.55, -0.11, 1.44], [-0.29, -0.96, -1.41], [0.24, -0.18, 0.02], [-2.96, 1.70, 1.74], [-4.10, 0.31, 1.72], [-2.85, 0.59, 3.13], [2.57, -1.36, 1.03], [2.68, -1.36, -0.66], [3.93, -0.48, 0.25], [3.13, 1.77, 1.46], [1.88, 0.71, 2.20], [1.43, 2.10, 1.33], [-1.44, -2.36, -0.38], [-2.38, -1.63, -1.62], [-0.99, -2.67, -2.12], [1.00, -0.01, -2.54], [0.64, -1.57, -3.17], [-0.61, -0.37, -3.39], [-2.24, -1.35, 1.98], [-2.25, -0.76, 0.36], [2.35, 1.22, -0.65], [0.05, 4.24, -0.53], [-0.10, 3.85, -1.07]], "lowdin_spin": [0.0231, 0.0461, 0.0120, 0.0138, 0.0247, 0.0947, 0.0835, 0.8282, 0.1786, 0.5255, 0.0034, 0.0009, 0.0001, 0.0093, 0.0029, 0.0098, -0.0004, -0.0004, 0.0083, 0.0041, 0.0057, 0.0055, 0.0102, 0.0034, 0.0126, 0.0521, 0.0066, 0.0122, 0.0062, 0.0173]}